(1)
DFT (the ωB97M-V functional and the def2-TZVPD basis) results for a structure of composition C5H12O2Si2Zn at a distorted geometry.

Last column: Löwdin charge in e.
Element x y z (Å)
C1 1.008983 -1.582384 1.606631  -0.08
C2 -0.382557 -1.624086 1.016814  0.05
C3 -0.611516 -1.730060 -0.636489  -0.14
Si1 -0.078460 0.036914 -1.310020  0.57
C4 -1.111289 1.314812 -0.305011  -0.27
C5 -2.710143 0.943470 -0.168226  -0.13
O1 -3.208403 -0.151807 0.426824  -0.08
O2 1.659809 0.127799 -1.070559  -0.47
Si2 2.239506 1.783302 -0.972081  0.61
H1 1.569227 -2.602025 1.731750  0.04
H2 1.547811 -0.587680 1.944024  0.11
H3 -1.271255 -1.529089 1.772672  0.15
H4 0.172729 -2.545682 -1.013002  0.15
H5 -1.720177 -1.999655 -0.909906  0.13
H6 -0.517169 0.099176 -2.697766  0.04
H7 -1.009147 2.373470 -0.842110  0.10
H8 -0.645673 1.461588 0.772934  0.11
H9 -3.472873 1.694381 -0.649863  0.16
H10 3.141157 1.831349 0.207599  -0.06
H11 3.065604 2.202767 -2.109417  -0.05
H12 1.206709 2.792679 -0.785562  -0.06
Zn1 1.127127 -2.309236 3.990764  1.11

Forces on the atoms, in the same order (eV/Å):
0.4 -1.1 2.5
-0.7 -0.1 -2.6
0.5 -2.3 3.9
1.7 0.8 0.8
-0.8 1.2 0.8
-2.0 -4.1 2.1
3.8 6.2 -3.3
-3.3 1.5 -0.1
1.6 -0.7 0.3
-0.6 2.2 -1.7
-1.0 -1.9 -1.2
1.3 0.1 -1.9
-1.4 1.9 0.6
2.0 0.7 0.8
0.1 -0.3 -0.2
-0.4 -2.3 1.2
-1.1 -0.3 -2.0
1.5 -1.4 0.9
-0.3 -0.2 0.0
-0.2 -0.4 -0.3
-0.6 -0.2 0.0
-0.4 0.5 -0.6

Values from the calculation:
Energy above the lowest of the compared OMol25 structures with the same formula, charge and spin = 97.3 kcal per mole
Total charge = +2
LUMO = -11.359 eV
Strongest force on any atom = 0.1558 hartree/bohr
HOMO energy = -0.6092 Ha


(2)
DFT (the ωB97M-V functional and the def2-TZVPD basis) results for a cluster of 2 separate species, CH4N2O3S in total at a distorted geometry.

Last column: Löwdin charge in e.
Element x y z (Å)
C1 1.197144 -0.555456 1.245810  -0.18
N1 -0.437029 1.839513 -2.729632  -0.33
N2 -1.079073 2.383537 -2.009968  0.22
O1 0.317396 1.343950 -3.452059  0.10
O2 -0.448007 -1.319394 -0.651558  -0.50
O3 -1.290289 -0.591652 1.550517  -0.36
S1 -0.272566 -1.579092 0.753902  0.84
H1 0.995393 -0.277762 2.298157  0.07
H2 2.020465 -1.101014 1.097935  0.00
H3 1.226999 0.272799 0.635449  0.03
H4 -2.230432 -0.415430 1.261447  0.11

Forces on the atoms, in the same order (eV/Å):
-4.1 -0.1 2.4
-0.1 0.8 0.8
-1.1 0.4 0.8
1.2 -1.2 -1.6
-0.2 -0.1 -1.6
-1.4 1.1 0.8
0.6 0.6 0.8
0.5 -0.2 -0.5
3.2 -2.3 -0.3
-0.3 1.9 -1.4
1.7 -0.9 -0.1

Values from the calculation:
Energy above the lowest of the compared OMol25 structures with the same formula, charge and spin = 68.6 kcal per mole
Total charge = 0
LUMO = 0.665 eV
Strongest force on any atom = 0.0929 hartree/bohr
HOMO energy = -0.3461 Ha


(3)
DFT (the ωB97M-V functional and the def2-TZVPD basis) results for a cluster of 6 separate species, C39H81F3NO16 in total.

Last column: Löwdin charge in e.
Element x y z (Å)
F1 -4.456091 -5.338030 1.748692  0.12
C1 -5.392176 -5.137859 0.777909  -0.58
F2 -6.600784 -5.221972 1.353423  0.16
F3 -5.220512 -3.879650 0.337203  0.14
C2 -5.264841 -6.148070 -0.342594  -0.09
O1 -4.002501 -6.058914 -0.945027  -0.10
C3 -2.967199 -6.793776 -0.318983  -0.19
C4 -1.810050 -5.831650 -0.023865  -0.08
C5 -1.060437 -6.131425 1.233888  -0.16
C6 -0.587442 -5.091639 2.038990  0.04
C7 0.100210 -5.364743 3.179660  -0.01
N1 0.322093 -6.637187 3.538819  0.12
C8 -0.097743 -7.673021 2.794932  -0.01
C9 -0.782427 -7.440325 1.642133  0.02
H1 -5.492779 -7.145652 0.034608  0.15
H2 -6.017844 -5.895641 -1.086037  0.15
H3 -3.323360 -7.218804 0.620130  0.12
H4 -2.651643 -7.596191 -0.984978  0.14
H5 -2.208742 -4.821538 0.034228  0.13
H6 -1.076843 -5.838170 -0.834466  0.13
H7 -0.774520 -4.064160 1.760453  0.14
H8 0.486734 -4.572143 3.805037  0.15
H9 0.827038 -6.821263 4.395122  0.18
H10 0.133807 -8.670202 3.133744  0.15
H11 -1.104899 -8.284600 1.052140  0.14
C10 2.106289 -6.543802 -1.682366  -0.10
O2 3.023339 -6.112146 -0.703277  -0.17
C11 2.638301 -6.319839 0.634000  -0.21
C12 3.723945 -6.940774 1.487379  -0.19
O3 4.059276 -8.270694 1.171461  -0.12
C13 4.774194 -8.544066 -0.026527  -0.17
C14 6.208479 -8.070013 -0.047147  -0.20
O4 6.308643 -6.659117 -0.058648  -0.19
C15 7.210894 -6.104309 0.875787  -0.11
H12 1.369564 -5.763514 -1.909545  0.08
H13 2.665399 -6.761191 -2.590850  0.09
H14 1.585979 -7.457730 -1.373239  0.09
H15 1.744099 -6.952887 0.684199  0.10
H16 2.393543 -5.341986 1.077774  0.13
H17 3.315938 -6.997675 2.504174  0.12
H18 4.600558 -6.291830 1.537259  0.12
H19 4.232585 -8.189321 -0.905543  0.12
H20 4.803274 -9.634285 -0.082323  0.13
H21 6.664630 -8.463468 -0.963858  0.13
H22 6.748892 -8.494508 0.805000  0.13
H23 7.232091 -6.678652 1.807160  0.09
H24 6.874231 -5.092043 1.101093  0.08
H25 8.223903 -6.050438 0.466986  0.09
C16 0.092431 2.530617 -1.131777  -0.09
O5 -0.682337 1.372153 -1.373043  -0.19
C17 0.029379 0.156238 -1.437776  -0.20
C18 -0.624037 -0.944372 -0.628599  -0.19
O6 -0.628981 -0.783621 0.780790  -0.14
C19 -1.402305 0.262008 1.348248  -0.18
C20 -2.903742 0.120075 1.239734  -0.20
O7 -3.363973 0.216043 -0.091799  -0.20
C21 -4.285582 -0.773616 -0.492455  -0.10
H26 0.480460 2.949282 -2.065057  0.09
H27 -0.553494 3.273124 -0.662732  0.08
H28 0.928807 2.321503 -0.457479  0.09
H29 1.065257 0.287696 -1.105862  0.12
H30 0.050990 -0.183361 -2.482083  0.13
H31 -0.025249 -1.845325 -0.797668  0.12
H32 -1.627809 -1.158264 -1.003459  0.11
H33 -1.077856 1.234494 0.975369  0.11
H34 -1.165917 0.233648 2.415598  0.13
H35 -3.336730 0.942434 1.824641  0.13
H36 -3.230427 -0.821654 1.696375  0.12
H37 -4.076844 -1.737019 -0.016552  0.06
H38 -4.192996 -0.895346 -1.571818  0.09
H39 -5.314282 -0.478655 -0.262674  0.09
C22 -3.475729 9.495836 -0.223644  -0.11
O8 -3.752136 8.215986 -0.746126  -0.19
C23 -2.783186 7.703387 -1.642372  -0.20
C24 -2.397237 6.275757 -1.332690  -0.18
O9 -1.699006 6.079857 -0.115722  -0.12
C25 -2.383382 6.227982 1.113219  -0.18
C26 -3.386662 5.142074 1.430587  -0.20
O10 -4.523087 5.164331 0.589202  -0.18
C27 -4.835005 3.933128 -0.021282  -0.11
H40 -3.848659 10.286142 -0.883870  0.09
H41 -3.983456 9.579896 0.737434  0.09
H42 -2.403452 9.642775 -0.061615  0.09
H43 -1.883728 8.327600 -1.649582  0.12
H44 -3.203541 7.714425 -2.656197  0.12
H45 -1.687075 5.980529 -2.109411  0.13
H46 -3.258906 5.609096 -1.415297  0.11
H47 -2.831009 7.218396 1.216314  0.12
H48 -1.598341 6.147512 1.870589  0.13
H49 -3.719871 5.295158 2.465739  0.13
H50 -2.885208 4.168151 1.379739  0.11
H51 -3.931190 3.368087 -0.271624  0.08
H52 -5.376620 4.138073 -0.944654  0.09
H53 -5.471069 3.320008 0.627639  0.09
C28 -3.284412 7.340764 -7.663963  -0.11
O11 -2.432365 8.407125 -7.313249  -0.19
C29 -2.723482 9.041564 -6.084628  -0.20
C30 -1.498005 9.249333 -5.222132  -0.18
O12 -0.892289 8.074435 -4.714869  -0.13
C31 -0.237323 7.184378 -5.600022  -0.18
C32 1.039842 7.698675 -6.226758  -0.20
O13 0.819229 8.745766 -7.149098  -0.19
C33 1.633568 9.885357 -6.984770  -0.11
H54 -4.170124 7.696651 -8.200415  0.09
H55 -2.726480 6.672771 -8.320386  0.09
H56 -3.603903 6.772992 -6.784165  0.09
H57 -3.470520 8.471518 -5.520774  0.12
H58 -3.145360 10.033706 -6.292233  0.13
H59 -1.841756 9.782617 -4.331205  0.12
H60 -0.771253 9.896298 -5.717930  0.11
H61 -0.918636 6.796662 -6.360325  0.11
H62 0.051922 6.340051 -4.967696  0.13
H63 1.498800 6.855611 -6.760126  0.13
H64 1.731548 8.012448 -5.437415  0.12
H65 1.846460 10.081333 -5.929215  0.09
H66 1.093298 10.740277 -7.390974  0.09
H67 2.579251 9.781063 -7.526592  0.09
C34 6.057755 -1.690832 3.408914  -0.11
O14 5.044138 -0.954776 4.057095  -0.19
C35 3.808931 -0.884873 3.378314  -0.20
C36 2.627291 -1.159886 4.281501  -0.18
O15 2.530722 -2.485332 4.785875  -0.14
C37 3.486690 -2.943662 5.730500  -0.19
C38 3.434831 -2.291576 7.095313  -0.20
O16 3.830182 -0.939222 7.067206  -0.19
C39 2.971111 -0.033720 7.728068  -0.10
H68 6.620043 -1.065315 2.708971  0.09
H69 6.742290 -2.056709 4.173990  0.09
H70 5.648419 -2.551727 2.869164  0.08
H71 3.790449 -1.580681 2.531347  0.12
H72 3.679428 0.129856 2.980187  0.13
H73 1.734819 -1.037276 3.661459  0.12
H74 2.561475 -0.423324 5.083563  0.11
H75 4.498040 -2.914874 5.321395  0.11
H76 3.233708 -3.997501 5.886359  0.12
H77 4.127753 -2.846958 7.741153  0.13
H78 2.428132 -2.398130 7.515163  0.12
H79 1.921516 -0.328917 7.630950  0.09
H80 3.099302 0.942915 7.262617  0.09
H81 3.222662 0.049770 8.789425  0.09

Forces on the atoms, in the same order (eV/Å):
-0.2 0.0 -0.2
-0.2 0.2 0.3
0.3 0.0 -0.1
0.0 -0.3 0.1
0.0 0.1 -0.1
0.0 -0.1 -0.2
0.0 0.3 0.1
0.2 0.0 0.1
0.1 0.0 0.1
-0.4 0.0 -0.6
0.2 0.3 0.3
0.1 -0.1 0.1
0.1 -0.1 0.2
-0.3 0.1 -0.4
0.1 0.0 0.1
0.0 0.0 -0.1
0.0 -0.1 0.0
0.0 -0.1 0.0
0.0 0.1 0.0
0.0 0.0 -0.1
0.0 0.1 0.0
0.1 -0.1 0.2
0.0 0.0 0.0
0.1 0.0 0.2
0.0 -0.1 0.0
0.0 0.1 0.0
0.2 -0.2 0.0
-0.1 0.3 0.0
0.1 0.1 0.1
-0.1 -0.2 0.1
0.0 -0.1 -0.1
0.2 0.0 -0.1
-0.2 0.0 0.2
0.1 0.0 -0.1
0.0 0.0 0.0
0.0 0.1 0.0
0.0 0.0 0.0
0.0 -0.1 -0.1
-0.1 -0.1 0.1
0.0 0.0 0.0
0.0 0.0 -0.2
0.1 0.2 0.1
0.0 0.0 0.0
0.1 -0.1 0.1
0.0 0.0 0.0
0.0 0.0 0.0
0.0 0.0 0.0
0.0 0.0 0.0
-0.1 0.0 -0.1
-0.1 -0.1 0.3
0.0 0.1 -0.1
-0.1 -0.2 -0.1
0.1 -0.2 0.1
0.1 0.2 0.1
-0.2 0.1 0.0
0.2 -0.1 -0.1
0.0 0.1 0.0
0.1 0.0 0.0
0.0 0.0 0.0
0.0 0.0 0.0
0.0 0.0 0.1
0.1 -0.1 0.0
0.0 0.0 0.0
0.0 0.2 0.0
-0.1 0.0 -0.1
0.0 0.0 0.0
-0.1 -0.1 0.1
0.0 0.0 0.0
0.0 0.0 0.0
0.0 0.1 0.0
0.0 -0.1 0.1
-0.1 0.0 -0.1
0.1 -0.1 0.2
-0.1 0.2 -0.2
-0.1 -0.1 -0.2
0.2 -0.1 0.0
0.0 0.1 0.1
-0.2 -0.1 0.2
0.2 0.1 -0.2
0.0 -0.1 0.0
0.1 0.0 0.0
0.0 0.0 0.0
0.0 0.0 0.0
0.0 0.0 0.1
0.1 0.0 -0.1
0.0 0.0 0.0
-0.1 0.1 0.1
-0.1 -0.1 -0.1
0.0 0.0 0.0
0.1 -0.1 0.0
0.0 0.0 -0.1
0.0 0.0 0.0
0.0 0.0 0.0
0.0 -0.1 0.0
0.0 0.1 -0.1
0.2 -0.1 0.1
-0.2 0.1 -0.1
0.1 0.2 0.0
0.0 -0.1 0.2
-0.1 -0.2 0.0
0.2 -0.1 -0.1
-0.2 0.1 0.1
0.0 0.0 -0.1
0.0 0.0 0.1
0.0 0.0 0.0
0.0 0.0 0.0
0.0 -0.1 0.0
-0.1 0.0 0.1
0.0 0.0 0.0
0.0 -0.1 -0.1
0.0 0.2 -0.1
0.0 0.0 0.0
0.1 0.0 0.1
0.0 0.1 0.0
0.0 0.0 0.0
0.0 0.0 0.0
0.0 0.0 0.1
0.0 0.1 0.0
-0.1 -0.2 0.2
0.1 0.1 -0.1
-0.1 0.2 0.0
-0.2 -0.2 -0.1
0.1 -0.1 0.0
0.1 0.0 0.2
-0.1 0.0 -0.3
0.1 0.0 0.1
0.0 0.0 -0.1
0.0 0.1 0.0
0.0 0.0 0.0
0.0 0.0 0.0
-0.1 0.0 -0.1
0.0 0.0 0.0
0.2 -0.1 0.0
0.0 0.2 0.0
0.0 0.0 0.0
-0.1 -0.1 0.0
0.0 0.0 0.0
0.0 0.0 0.0
0.0 0.0 0.0
-0.1 0.0 0.0

Values from the calculation:
Total charge = +1
LUMO = -4.111 eV
Strongest force on any atom = 0.0138 hartree/bohr
HOMO energy = -0.3679 Ha


(4)
DFT (the ωB97M-V functional and the def2-TZVPD basis) results for a structure of composition C4H6LaMgO5 at a distorted geometry.

Last column: Löwdin charge in e.
Element x y z (Å)
C1 1.635402 2.108070 -1.836306  -0.56
O1 2.182412 0.975049 -1.691846  -0.40
O2 2.307136 3.116550 -1.975042  -0.03
Mg1 4.254460 1.769978 -1.706914  0.99
O3 0.301273 -2.785858 0.764574  -0.41
O4 -0.793423 -0.392988 -1.221698  -0.18
C2 -1.394911 0.444328 -0.497209  -0.06
C3 -1.580758 -0.042967 0.924662  -0.14
O5 -0.420471 -0.707326 1.362957  -0.23
C4 -0.485958 -2.160998 1.661103  -0.30
La1 1.168889 -1.388262 -0.563157  2.34
H1 0.381867 2.093362 -1.495915  0.18
H2 -1.668568 1.513579 -0.556583  0.17
H3 -2.470823 -0.693823 0.957799  0.17
H4 -1.742171 0.842460 1.560830  0.16
H5 -0.119263 -2.247233 2.699989  0.16
H6 -1.555092 -2.443922 1.612756  0.15

Forces on the atoms, in the same order (eV/Å):
-2.8 1.5 2.2
0.4 -3.0 0.4
-0.3 -0.2 -0.4
-0.6 0.5 -0.2
0.2 -0.5 -0.1
-1.7 3.1 -0.3
1.1 -2.4 1.5
-0.7 0.9 0.5
0.6 -0.1 -0.6
-1.1 -0.1 1.6
1.6 0.3 -0.8
3.3 0.6 -1.5
-0.1 -0.4 -1.7
0.1 0.2 0.1
-0.1 -0.4 0.0
-0.1 0.0 -0.5
0.5 -0.1 -0.1

Values from the calculation:
Total charge = +2
LUMO (alpha / beta) = -9.024 / -9.023 eV
Multiplicity = 2
Strongest force on any atom = 0.0753 hartree/bohr
HOMO energy (alpha / beta) = -0.4970 / -0.6598 Ha